This record from OMol25 describes a structure of composition C21H27AgCl2N2O2Sb in a non-equilibrium geometry. The level of theory is wB97M-V/def2-TZVPD.

```
56
Properties=species:S:1:pos:R:3:forces:R:3:mulliken_charge:R:1
Ag -1.017239 0.623389 -0.793306 0.706 1.194 1.164 0.69
O -1.454273 2.903150 -0.537210 0.004 -0.523 -1.211 -0.72
C -1.856747 3.661059 0.403742 -0.224 0.316 1.471 0.28
C -2.311226 4.999405 0.205303 -0.270 0.309 -1.202 -0.41
C -2.933220 5.733544 1.202968 0.817 -0.519 1.484 -0.43
C -2.991994 5.220751 2.527461 -0.548 -0.536 -1.272 -0.52
C -2.526775 3.934584 2.779931 0.740 1.311 -1.757 -0.72
C -1.824414 3.234768 1.796397 -0.735 0.412 -1.094 0.78
C -0.953477 2.209918 2.248776 2.121 -1.745 -1.009 -0.82
N 0.047865 1.681643 1.543066 -4.255 2.299 0.229 0.40
N 0.971498 1.081001 2.230573 3.430 -2.129 -0.690 -0.84
C 1.896894 0.588915 1.304606 -1.510 0.425 1.653 -0.30
O 1.762118 0.544863 0.076949 -0.085 -0.192 -1.018 -0.73
C 3.149543 0.038634 1.876782 1.868 -0.613 -1.392 0.32
C 4.213363 -0.361409 1.005521 -1.050 1.202 -2.022 0.03
C 5.425570 -0.844405 1.432143 0.037 -0.384 0.964 -0.82
C 5.601946 -0.970896 2.813399 0.557 0.127 0.408 -0.08
C 4.630840 -0.572529 3.687944 -1.402 0.262 0.570 -0.84
C 3.394142 -0.070754 3.200150 0.593 -0.249 1.759 0.13
H -2.165525 5.478225 -0.799833 -0.236 -0.705 0.891 0.30
H -3.243340 6.752844 1.031633 -0.098 0.134 -0.175 0.34
H -3.421152 5.759509 3.337981 -0.428 0.588 0.358 0.37
H -2.511101 3.560851 3.759873 -0.008 -0.473 1.311 0.38
H -1.015591 2.007125 3.311007 0.295 -0.182 0.418 0.23
H 4.035888 -0.096125 -0.077777 0.192 -0.714 1.201 0.19
H 6.260157 -1.180958 0.821950 -0.400 0.341 -0.426 0.37
H 6.534290 -1.281651 3.271573 0.150 -0.267 -0.388 0.33
H 4.804742 -0.681867 4.772105 -0.177 0.208 -0.629 0.31
H 2.597320 0.288172 3.828892 0.001 -0.076 0.528 0.51
Cl -2.460070 0.863172 -3.357847 -0.562 0.500 0.312 -0.17
C -3.765295 1.742400 -2.452467 0.234 -0.321 -0.041 -0.03
Cl -4.635114 0.707010 -1.337035 -0.004 -0.483 0.348 -0.15
H -4.499074 2.028836 -3.172541 -0.110 0.402 -0.540 0.36
H -3.356450 2.558399 -1.866713 0.517 0.029 -0.174 -0.01
C -0.485414 -4.211164 0.767686 -1.210 -1.250 0.396 -1.11
C 0.550687 -3.306940 0.196897 -0.254 1.296 -1.305 -0.57
Sb -0.399634 -1.878194 -1.231983 -0.408 0.003 -0.922 0.68
C -2.304610 -2.745030 -2.022322 0.356 -0.021 0.264 -0.53
C -2.080453 -3.507716 -3.344254 1.028 0.080 1.555 -1.08
C 0.806162 -2.071871 -3.122475 -1.242 -0.154 0.961 -0.69
C 1.820597 -0.977559 -3.264721 0.047 0.984 0.230 -0.96
H -0.083842 -5.006060 1.405342 0.331 0.182 0.087 0.35
H -0.962019 -4.770620 -0.056103 -0.052 0.221 0.252 0.28
H -1.300751 -3.770268 1.369500 0.438 0.258 -0.408 0.30
H 1.229075 -3.910441 -0.434902 0.191 0.650 0.655 0.38
H 0.990030 -2.543961 0.871480 0.231 -0.969 -0.256 0.25
H -2.947202 -1.857648 -2.162082 0.368 -0.305 -0.027 0.18
H -2.828601 -3.358702 -1.264479 0.468 0.138 -0.282 0.39
H -1.722990 -2.837366 -4.103386 -0.210 0.234 -0.514 0.27
H -2.969127 -4.011445 -3.625329 -0.887 -0.459 -0.621 0.40
H -1.278432 -4.253507 -3.206877 -0.350 0.075 -0.097 0.26
H 0.113960 -2.114271 -3.971413 0.130 0.140 0.290 0.21
H 1.225895 -3.057272 -3.025972 0.483 -0.451 -0.066 0.48
H 1.354215 -0.006981 -3.489533 -0.057 -0.349 -0.395 0.26
H 2.561694 -1.228661 -4.017945 0.118 0.138 -0.202 0.39
H 2.326654 -0.715877 -2.343142 0.321 -0.393 0.375 0.10
```
Forces are in eV/Å.

Calculated values
energy = -64870.4180 eV
energy above the lowest of the compared OMol25 structures with the same formula, charge and spin = 43.6 kcal/mol
spin multiplicity = 1
charge = -1
HOMO level = -2.73 eV

---

This record from OMol25 describes a structure of composition C21H27AsBN6O6STi in a non-equilibrium geometry. The level of theory is wB97M-V/def2-TZVPD.

```
64
Properties=species:S:1:pos:R:3:forces:R:3:mulliken_charge:R:1
Ti 0.702547 -0.005881 -0.222887 -0.613 0.065 0.553 0.36
C 0.778183 -2.283119 2.834513 -0.023 -0.067 -0.034 -1.37
C -0.347978 -1.339036 2.569582 0.071 -0.072 0.157 0.84
C -1.677921 -1.414742 3.007565 -0.017 0.002 -0.040 -1.33
C -2.306816 -0.322676 2.437549 -0.111 0.084 -0.059 0.86
C -3.740694 0.090296 2.480972 -0.043 -0.046 0.068 -1.42
N -1.385251 0.352726 1.731008 0.225 0.508 -0.036 1.23
N -0.177085 -0.266704 1.813422 -0.503 0.033 0.023 -0.53
B -1.460990 1.718647 0.968344 0.075 -0.263 -0.141 -0.90
N -0.087189 2.448581 1.110832 -0.206 -0.216 -0.102 0.48
N 1.066554 1.921250 0.593124 -0.286 0.938 0.498 0.55
C 2.016738 2.811630 0.796832 0.269 0.234 0.039 0.52
C 3.416004 2.585947 0.330675 0.106 -0.026 -0.010 -1.14
C 1.495045 3.942840 1.457013 0.021 -0.083 -0.037 -1.45
C 0.156395 3.667590 1.628602 -0.130 0.036 0.083 0.90
C -0.911202 4.498728 2.261335 0.052 0.083 0.030 -1.43
N -1.740582 1.532032 -0.570424 0.277 0.245 0.424 1.12
N -0.676855 1.249139 -1.377108 -0.531 0.129 0.061 0.09
C -1.044683 1.515834 -2.615784 -0.040 0.085 -0.204 0.54
C -0.089843 1.398424 -3.756509 -0.012 -0.096 -0.056 -1.22
C -2.377326 1.972140 -2.631834 0.045 -0.062 0.018 -1.24
C -2.777904 1.964622 -1.310972 -0.084 -0.034 0.004 0.69
C -4.107347 2.296029 -0.718460 -0.026 0.091 -0.030 -1.28
H 0.548052 -2.911743 3.695407 0.023 -0.001 -0.001 0.42
H 1.706846 -1.745609 3.019386 -0.007 0.030 0.001 0.26
H 0.951423 -2.932223 1.972869 -0.037 0.009 -0.022 0.13
H -2.127130 -2.171629 3.630855 0.022 0.022 -0.006 0.45
H -4.224719 -0.324671 3.365369 0.005 -0.010 -0.017 0.40
H -4.276810 -0.277266 1.602722 0.022 -0.005 -0.002 0.17
H -3.847954 1.174579 2.503058 0.030 -0.006 0.014 0.30
H -2.336178 2.396477 1.444261 0.093 -0.064 -0.068 -0.26
H 3.526513 1.625251 -0.168934 -0.082 -0.019 0.007 0.08
H 4.118139 2.603536 1.166681 -0.016 0.013 0.007 0.30
H 3.715865 3.366550 -0.371575 0.007 0.010 0.009 0.30
H 2.021083 4.833311 1.761773 -0.003 -0.020 -0.011 0.45
H -0.470875 5.418686 2.646412 -0.013 -0.009 -0.004 0.37
H -1.393339 3.974176 3.087220 0.028 -0.015 0.003 0.25
H -1.693039 4.763866 1.547810 0.024 -0.006 -0.024 0.25
H 0.763161 0.777862 -3.491503 -0.034 -0.011 0.054 0.06
H 0.270668 2.389315 -4.044058 0.001 0.000 -0.014 0.27
H -0.576461 0.949040 -4.623283 0.006 0.012 0.009 0.35
H -2.968709 2.249922 -3.489796 0.014 -0.011 0.016 0.44
H -4.773346 2.664360 -1.498416 0.003 -0.003 0.008 0.38
H -4.028013 3.058226 0.058038 0.014 0.010 -0.016 0.24
H -4.569889 1.417715 -0.265021 0.027 -0.015 -0.010 0.14
O -0.108258 -1.809375 -3.331030 0.042 0.044 -0.263 -0.53
As -0.314081 -2.666952 -1.801494 -0.332 0.041 -0.146 0.87
O -1.454995 -3.782656 -2.181308 0.141 -0.172 0.308 -0.87
O -0.591837 -1.563019 -0.582929 0.128 -0.714 -0.344 -0.31
C 1.390050 -3.568880 -1.458072 -0.505 -0.073 -0.026 -0.41
C 1.251237 -4.951801 -1.454700 0.358 -0.058 0.009 -0.54
C 2.341506 -5.763059 -1.143778 -0.564 -0.217 -0.146 -0.56
C 3.559070 -5.205015 -0.837722 0.509 0.451 0.100 -0.55
C 3.713009 -3.817558 -0.840338 -0.075 -0.501 -0.118 -0.74
C 2.628654 -3.016533 -1.152800 0.241 0.582 0.311 0.56
S 2.918325 -1.250494 -0.963329 -0.033 -0.784 -0.460 1.38
O 2.500965 -0.943224 0.424761 0.468 -0.132 0.076 -0.62
O 4.301014 -1.027234 -1.247775 0.413 0.108 0.013 -0.73
O 1.966025 -0.566453 -1.858100 0.517 -0.208 -0.453 -0.56
H -0.731584 -2.301350 -3.888118 0.071 0.143 -0.029 0.25
H 0.281250 -5.366650 -1.700619 -0.002 -0.023 0.020 0.53
H 2.221054 -6.840458 -1.142332 0.005 0.022 0.003 0.37
H 4.406323 -5.834815 -0.592837 -0.020 0.007 -0.008 0.38
H 4.665183 -3.358504 -0.614149 -0.006 0.005 0.009 0.47
```
Forces are in eV/Å.

Calculated values
energy = -138914.1911 eV
energy above the lowest of the compared OMol25 structures with the same formula, charge and spin = 3.1 kcal/mol
spin multiplicity = 3
charge = -1
HOMO level (alpha / beta) = -2.15 / -5.90 eV

---

This record from OMol25 describes a structure of composition C21H27AuO2Si in a non-equilibrium geometry. The level of theory is wB97M-V/def2-TZVPD.

```
52
Properties=species:S:1:pos:R:3:forces:R:3:mulliken_charge:R:1
C 0.794142 -2.515878 1.667192 -0.103 -0.111 -0.761 -0.50
C -0.599042 -2.570600 1.472178 0.249 -0.267 -0.438 -0.35
C -0.887668 -2.430256 0.094478 0.791 0.078 0.078 -0.27
H -1.335253 -2.737756 2.259725 0.247 0.143 -0.282 0.39
C 0.343653 -2.210599 -0.612257 -0.320 -1.004 0.626 -0.91
C 1.435859 -2.344236 0.375332 -0.763 0.134 0.081 -0.92
H 2.476382 -2.541711 0.127974 -0.250 0.012 0.125 0.57
H 1.295904 -2.638911 2.621790 0.040 0.074 -0.281 0.39
H -1.873340 -2.552061 -0.354675 0.295 0.324 0.129 0.33
H 0.464025 -2.183364 -1.692861 0.052 -0.204 0.378 0.67
C -1.084298 2.042244 0.202686 -1.436 -0.159 1.531 -0.57
C -1.275031 1.907192 1.545390 0.383 0.338 -1.013 -0.64
C 0.055938 1.763898 2.262784 0.122 -0.848 0.260 0.47
H -2.209034 1.907316 2.101117 0.117 -0.010 -0.280 0.43
C 1.058286 1.730435 1.097188 -0.398 0.601 -0.897 -0.92
C 0.324169 1.926766 -0.123299 1.944 -0.500 1.176 -0.68
H 0.737873 2.163782 -1.105264 -0.063 0.092 0.451 0.61
H -1.865698 2.208811 -0.539612 0.307 -0.183 0.283 0.45
H 0.251100 2.659569 2.885245 -0.035 -0.166 -0.292 0.44
H 2.103152 1.990768 1.270510 -0.275 -0.014 -0.197 0.58
Au 1.096961 -0.210183 0.197631 -0.705 0.681 0.289 0.48
O -1.114194 0.409573 -2.247236 -0.507 0.166 0.410 -0.19
C -1.577659 -0.657039 -2.987490 0.776 -0.089 -0.014 -0.63
C -0.487334 -1.124845 -3.892125 -0.192 -0.753 0.120 -0.70
H -1.964146 -1.473544 -2.360740 -0.230 0.318 -0.163 0.10
H -2.358754 -0.222229 -3.650766 -0.142 -0.130 0.399 0.52
H -0.083238 -2.127507 -3.745941 -0.201 0.220 -0.183 0.42
H 1.111491 -1.967215 -5.808716 -0.110 0.481 -0.199 0.33
C 0.811060 -0.919697 -5.945801 -0.310 0.047 0.391 -0.54
C -0.026605 -0.337387 -4.940088 0.811 0.712 -0.802 1.18
C -0.344202 1.059394 -5.060697 -0.105 -0.511 -0.050 -0.37
H -0.885420 1.546522 -4.242722 0.241 -0.154 -0.498 0.29
C 0.040223 1.765822 -6.187865 0.037 -0.239 -0.098 -0.58
H -0.243282 2.813493 -6.274938 0.122 -0.196 -0.041 0.37
C 0.768173 1.139399 -7.214274 -0.105 -0.110 0.390 -0.41
H 1.021193 1.693743 -8.112320 0.035 -0.080 0.122 0.37
C 1.173341 -0.198131 -7.064743 -0.047 0.157 -0.135 -0.48
H 1.758265 -0.680205 -7.847739 -0.098 0.159 0.179 0.36
C 1.850767 0.540517 5.318140 -0.075 -0.028 0.291 -1.01
Si 0.086331 0.353085 4.732411 0.339 0.137 -0.864 0.19
C -0.555424 -1.376828 4.975860 -0.122 -0.195 0.208 -0.94
C -1.053659 1.632616 5.463707 -0.128 0.059 0.223 -1.05
O 0.134559 0.580034 3.079176 -0.307 0.685 -0.655 -0.08
H 1.864734 0.456193 6.412309 0.234 0.029 -0.117 0.37
H 2.273268 1.514404 5.037031 -0.122 -0.165 0.090 0.31
H 2.493499 -0.242504 4.892854 -0.188 0.154 0.108 0.29
H -0.578032 -1.656102 6.041113 0.002 0.092 -0.258 0.42
H -1.579848 -1.451833 4.587350 0.185 0.018 0.080 0.22
H 0.051849 -2.122394 4.446711 -0.094 0.241 0.110 0.24
H -0.775680 2.647178 5.148703 -0.033 -0.174 0.125 0.31
H -2.085054 1.447256 5.133641 0.189 0.048 0.090 0.28
H -1.034313 1.593003 6.561957 -0.054 0.091 -0.225 0.38
```
Forces are in eV/Å.

Calculated values
energy = -37875.6460 eV
energy above the lowest of the compared OMol25 structures with the same formula, charge and spin = 0.0 kcal/mol
spin multiplicity = 3
charge = 0
HOMO level (alpha / beta) = -7.17 / -7.15 eV

---

This record from OMol25 describes a cluster of 2 separate species, C21H27BNO3 in total in a non-equilibrium geometry. The level of theory is wB97M-V/def2-TZVPD.

```
53
Properties=species:S:1:pos:R:3:forces:R:3:mulliken_charge:R:1
C -1.971627 1.579541 5.945092 -0.395 -0.382 1.056 -1.24
C -1.425938 2.118378 4.716109 0.579 1.043 -1.157 0.45
C -0.951434 3.366213 4.411932 -0.177 -0.721 0.063 -0.62
C -0.561039 3.316454 3.041491 -0.325 -0.899 -0.436 -0.70
C -0.846261 2.046665 2.569312 0.619 1.075 0.022 0.27
B -0.786023 1.463838 1.066128 0.526 0.578 1.591 0.70
O -0.410051 0.058354 0.959914 -1.538 -0.257 -0.597 -0.50
C -1.556550 -0.768640 0.728637 1.107 -0.420 -0.205 0.93
C -2.834611 0.060017 0.663720 0.119 0.235 0.096 -0.89
N -2.369944 1.456689 0.480020 -0.149 -0.222 -0.582 0.25
C -3.336095 2.419482 1.042096 -0.291 0.306 0.055 -0.92
C -2.101502 1.806588 -0.947115 0.381 -0.139 0.019 0.68
C -0.939025 2.801346 -0.869216 0.515 0.179 0.201 -0.71
O -0.073655 2.400598 0.195740 -1.471 -0.359 -0.680 -0.55
O -1.361152 1.301085 3.612924 -0.096 0.610 0.157 -0.36
H -1.962203 2.356289 6.715911 0.018 -0.146 -0.125 0.33
H -3.007230 1.252759 5.823382 0.033 -0.090 0.011 0.28
H -1.381119 0.737192 6.311164 -0.078 -0.050 0.020 0.28
H -0.891205 4.222236 5.075836 -0.009 -0.312 -0.062 0.43
H -0.130112 4.134951 2.481754 -0.043 -0.207 -0.104 0.55
H -1.413376 -1.298338 -0.235417 -0.040 0.116 0.583 -1.08
H -1.639834 -1.537856 1.509747 0.055 0.162 -0.155 0.58
H -3.484068 -0.226188 -0.171382 -0.029 -0.020 0.180 0.31
H -3.397861 -0.020190 1.600801 0.171 0.196 -0.259 0.45
H -4.144907 2.535791 0.306955 0.042 0.051 0.337 0.28
H -3.755467 2.022549 1.975310 0.332 0.291 -0.204 0.29
H -2.853862 3.388519 1.221546 -0.118 -0.353 0.011 0.39
H -1.817265 0.903623 -1.501892 -0.056 0.365 0.576 -1.35
H -2.999494 2.221384 -1.414337 0.063 -0.021 0.019 0.47
H -0.347792 2.812784 -1.801542 -0.363 0.172 0.155 0.48
H -1.359188 3.815456 -0.699625 0.412 -0.336 -0.037 0.29
C -0.404389 0.085801 -3.362200 -0.910 0.649 -0.371 -1.26
C -1.713632 0.579925 -4.092955 0.927 -0.251 0.596 -0.77
C -2.759512 -0.377452 -3.607342 1.036 -0.512 0.596 -0.53
C -2.276768 -1.202157 -2.609344 -0.811 0.508 -0.067 -0.03
C -0.855271 -1.054292 -2.489892 0.438 -1.453 -2.310 0.82
C 0.047526 -2.138617 -2.196401 0.264 -0.029 0.370 0.99
C -0.396774 -3.393577 -1.696993 0.282 -0.220 -0.048 -0.03
C 0.507448 -4.441636 -1.499894 -0.406 0.402 0.017 -0.94
C 1.871230 -4.262815 -1.768018 -0.263 0.482 -0.060 -0.35
C 2.303468 -3.079510 -2.382325 -0.161 0.299 0.053 -0.87
C 1.414260 -2.027595 -2.574607 0.064 -0.104 0.007 -0.54
H 0.282002 -0.254586 -4.143557 -0.014 -0.052 0.362 0.53
H 0.109643 0.869703 -2.788331 -0.105 -0.165 -0.073 0.50
H -1.946921 1.619670 -3.815675 -0.200 -0.252 -0.185 0.30
H -1.549536 0.556927 -5.184345 -0.310 -0.017 0.398 0.45
H -3.738051 -0.456264 -4.077995 0.060 0.075 0.380 0.50
H -2.870281 -1.909763 -2.011999 0.333 0.267 -0.646 0.47
H -1.460757 -3.547713 -1.506011 0.395 -0.018 0.097 0.33
H 0.150054 -5.406815 -1.142687 0.073 0.321 0.030 0.40
H 2.595666 -5.024977 -1.483822 -0.238 0.043 -0.314 0.43
H 3.335989 -2.971443 -2.715509 -0.268 -0.022 0.244 0.40
H 1.758272 -1.114012 -3.067312 0.019 -0.397 0.376 0.40
```
Forces are in eV/Å.

Calculated values
energy = -30517.5283 eV
energy above the lowest of the compared OMol25 structures with the same formula, charge and spin = 11.9 kcal/mol
spin multiplicity = 1
charge = +1
HOMO level = -9.60 eV